A structure of composition C40H59N4O4Pd, computed with ωB97M-V/def2-TZVPD.

Cartesian coordinates (Å):
Pd: -0.2686 0.0364 -0.1755
O: -2.2670 0.4419 -0.8854
O: -0.0770 0.6471 -2.2353
O: -0.2247 2.0588 0.6675
O: -0.1292 -2.0053 -0.9948
N: -2.3877 0.6236 -2.1468
N: -1.2913 0.7376 -2.7693
N: 1.8572 -0.2247 0.6080
N: -0.5715 -0.9351 1.9265
C: 5.1392 -5.3578 0.1884
C: -2.3817 1.9117 -6.1173
C: 3.3571 5.8498 4.1392
C: -2.3310 1.7563 -4.7397
C: -0.6463 -5.7007 -2.9386
C: -2.2621 3.7080 1.3363
C: -1.7105 -1.8531 1.7575
C: 2.8051 2.6821 2.4432
C: 0.1252 3.6555 2.3668
C: 2.5119 -1.0394 -0.4388
C: 1.9460 2.1212 1.5473
C: 1.9014 -0.8266 1.9485
C: 2.3883 3.7017 3.3270
C: 1.4744 -5.1749 -0.9500
C: 3.7751 -5.9199 -0.2168
C: 3.3251 4.3264 4.3468
C: 1.0545 4.1415 3.2548
C: 2.7588 -4.8249 -0.4945
C: -0.4853 0.4523 -6.3641
C: 0.7695 -2.8691 -0.9303
C: -1.3604 0.9342 -4.1981
C: -0.4295 0.2850 -4.9895
C: -1.9004 3.8611 3.7923
C: 2.7925 4.0100 5.7581
C: -1.5200 -5.6077 -0.5796
C: 0.4757 -4.2692 -1.2158
C: 2.4667 1.1215 0.5492
C: -0.8922 0.0484 2.9672
C: 3.0542 -3.4543 -0.3127
C: -1.3021 4.2198 2.4184
C: 3.9556 -6.7841 -1.4759
C: 0.5654 2.5860 1.4763
C: -1.2351 5.7555 2.2753
C: -1.8825 -3.7083 -2.1506
C: 2.1152 -2.4908 -0.5194
C: 4.7519 3.7879 4.2303
C: 3.2402 -6.7937 0.9346
C: 0.6612 -1.6665 2.2333
C: -0.8804 -4.7878 -1.7149
C: -1.4631 1.2612 -6.9304
H: 2.2921 -7.2694 0.6739
H: 0.3323 -0.3228 -4.5191
H: 4.3016 -6.1817 -2.3194
H: 1.9666 -0.0214 2.6762
H: -2.4885 -5.9925 -0.9091
H: -2.5703 -1.2954 1.3903
H: 4.0507 -3.1516 -0.0160
H: 2.3780 6.3074 4.2923
H: -3.0353 2.2602 -4.0906
H: -0.7630 6.0380 1.3307
H: 0.6758 -1.9796 3.2841
H: -1.5053 1.3891 -8.0050
H: 3.9622 -7.5819 1.1614
H: -3.1346 2.5546 -6.5572
H: -1.6872 -4.9897 0.3077
H: -1.1324 -0.4516 3.9138
H: 4.7996 2.7116 4.4177
H: -1.3139 4.2751 4.6165
H: 2.2947 1.5033 -0.4571
H: 2.7949 -1.4477 2.0725
H: 0.2378 -0.0483 -6.9965
H: -1.4601 -2.6188 1.0266
H: 2.2905 -0.5637 -1.3950
H: -3.2160 4.2242 1.4684
H: -2.2315 -3.0949 -1.3215
H: 5.8263 -6.1851 0.3712
H: -0.0519 0.7221 3.1345
H: 4.0491 6.2976 4.8555
H: -1.9763 -2.3365 2.7061
H: -0.6857 6.2326 3.0890
H: 1.7970 4.4300 5.9186
H: 3.6978 6.1011 3.1320
H: 3.0868 -6.1992 1.8390
H: -2.4479 2.6371 1.4037
H: -1.6104 -6.0523 -3.3104
H: -0.8967 -6.4579 -0.2901
H: -0.1514 -5.1516 -3.7440
H: -1.4670 -3.0425 -2.9092
H: 0.7414 4.9109 3.9471
H: -1.9576 2.7765 3.9260
H: -2.2497 6.1592 2.2819
H: -2.9143 4.2636 3.8626
H: 3.5505 1.0375 0.6881
H: 3.5980 -1.0022 -0.2930
H: 0.6767 -2.5698 1.6282
H: 5.5715 -4.7360 -0.6005
H: 1.2626 -6.2253 -1.0965
H: -1.8996 3.9167 0.3298
H: 2.7382 2.9308 5.9230
H: 5.1830 3.9939 3.2466
H: 3.8320 2.3385 2.4623
H: 3.4634 4.4373 6.5070
H: 5.0815 -4.7702 1.1088
H: -1.7507 0.6418 2.6531
H: 3.0311 -7.2845 -1.7699
H: -0.0452 -6.5808 -2.7049
H: 5.3799 4.2776 4.9758
H: -2.7489 -4.2136 -2.5834
H: 4.7021 -7.5567 -1.2794

- Multiplicity: 5
- Expectation value of S²: 6.07
- F_max: 0.54 eV/A
- E: -2207.1097 a.u.
- Frontier orbital gap (alpha / beta): 8.5843 / 5.5267 eV
- M: 766.36 g/mol
- Relative energy (zero: lowest compared OMol25 entry of this formula, charge and spin): 0.0 kcal/mol
- Charge: +1